Entry from OMol25: a 2-piece molecular cluster, CH4NO3 overall (ωB97M-V with the def2-TZVPD basis set).

Last column: Löwdin charge in e.
Element x y z (Å)
N 1.31142 -0.96702 0.46315  0.045
C -0.03232 -0.34898 0.80921  -0.765
O -0.44243 0.66618 0.16377  -0.131
O -0.70457 -0.90310 1.73586  -0.131
H 1.15840 -1.97724 0.53216  0.038
H 1.54972 -0.76959 -0.52447  0.048
H -0.12042 2.15170 -1.98820  0.012
H -0.73938 0.85814 -1.77492  -0.007
O -0.20728 1.31192 -2.44236  -0.110

Forces on atoms 1 to 3 (eV/Å):
N -1.5 0.3 -0.5
C -1.6 -0.1 0.6
O 1.3 -0.9 0.2

The value obtained for the energy relative to the best compared isomer or geometry (same formula, charge and spin) is 10.2 kcal/mol. Its HOMO energy is -4.0757 eV. As for the HOMO-LUMO gap: 8.45 eV. For the maximum force, the calculation gives 2.2 eV/Å. As for the charge: -1. Its molar mass is 78.05 g/mol. Its total energy is -8736.502 eV. For the LUMO energy, the calculation gives 4.38 eV.

***

Entry from OMol25: a 2-piece molecular cluster, C4H12N2O overall (ωB97M-V with the def2-TZVPD basis set).

Last column: Löwdin charge in e.
Element x y z (Å)
C -0.58310 -1.96835 -0.92201  -0.127
C -0.92233 -0.43187 -1.41275  -0.203
C -1.39503 0.38745 -0.13770  -0.197
N -0.41504 0.85603 0.93199  -0.031
C 0.35108 2.01333 0.73931  -0.327
N 1.56377 2.17265 1.18494  0.015
H -0.12001 -2.15439 0.07693  0.060
H -1.53838 -2.57094 -0.81182  0.070
H -0.03054 -2.46226 -1.68348  0.031
H -1.65661 -0.60235 -2.25960  0.099
H 0.05543 -0.08093 -2.01771  0.128
H -1.69868 1.39982 -0.43750  0.084
H -2.35626 -0.07287 0.21975  0.120
H 0.06608 0.26578 1.63584  0.117
H -0.16641 2.88136 0.12636  0.147
H 1.64549 1.71556 2.10958  0.047
H 3.06416 -0.79621 0.88782  0.039
H 1.95166 0.06107 0.56837  -0.008
O 2.18473 -0.61286 1.20170  -0.064

Forces on atoms 1 to 3 (eV/Å):
C -2.0 0.6 0.7
C 2.5 -2.2 0.2
C -0.1 1.7 -0.6

The value obtained for the energy relative to the best compared isomer or geometry (same formula, charge and spin) is 68.9 kcal/mol. Its HOMO energy is -8.6710 eV. As for the HOMO-LUMO gap: 9.62 eV. As for the SMILES: [H]/N=C\NCCC.O. For the maximum force, the calculation gives 3.4 eV/Å. As for the charge: 0. Its molar mass is 104.15 g/mol. Its total energy is -9368.206 eV. For the LUMO energy, the calculation gives 0.95 eV.

***

Entry from OMol25: a 2-piece molecular cluster, ClH2O3PS overall (ωB97M-V with the def2-TZVPD basis set).

Last column: Löwdin charge in e.
Element x y z (Å)
O 0.68420 0.68585 1.70357  -0.092
O -1.39360 0.62596 -0.05641  -0.398
O 0.62771 1.79617 0.81245  -0.478
P -0.25751 1.62295 -0.57152  0.804
S 0.80592 -3.28161 -1.26316  0.103
Cl 0.80319 -1.33511 -1.05200  0.015
H 0.43201 0.01623 0.99328  0.003
H -1.70192 -0.13042 -0.56621  0.043

Forces on atoms 1 to 3 (eV/Å):
O -0.4 -1.5 -1.7
O -1.2 -0.5 0.8
O -0.2 1.3 -0.4

The value obtained for the energy relative to the best compared isomer or geometry (same formula, charge and spin) is 127.0 kcal/mol. Its HOMO energy (alpha / beta) is -10.0018 / -7.5545 eV. As for the HOMO-LUMO gap (alpha / beta): 9.12 / 4.64 eV. For the maximum force, the calculation gives 2.3 eV/Å. As for the charge: 0. Its molar mass is 148.51 g/mol. Its total energy is -38816.598 eV. For the LUMO energy (alpha / beta), the calculation gives -0.88 / -2.92 eV.

***

Entry from OMol25: C5H6O as an isolated structure (ωB97M-V with the def2-TZVPD basis set).

Last column: Löwdin charge in e.
Element x y z (Å)
C 0.48859 1.36110 0.06441  -0.059
C 1.06461 0.05436 -0.14524  -0.496
C -0.12308 -0.97964 0.06214  -0.213
C -1.49201 -0.57341 0.00573  -0.154
C -2.51259 0.21853 -0.13212  0.147
H -0.44913 1.59057 -0.59589  0.090
H 1.16056 2.44806 0.27319  0.167
H -0.22806 0.83572 1.06861  0.175
H 0.08226 -2.13117 -0.23971  0.168
H 0.28824 -1.13473 1.16389  0.163
H -3.41538 0.63873 0.00222  -0.017
O 2.25104 -0.34161 -0.10023  0.028

Forces on atoms 1 to 3 (eV/Å):
C -2.2 3.3 2.3
C 2.6 -2.2 -0.2
C 3.2 -4.2 1.8

The value obtained for the energy relative to the best compared isomer or geometry (same formula, charge and spin) is 118.0 kcal/mol. Its HOMO energy is -9.5806 eV. As for the HOMO-LUMO gap: 10.08 eV. For the maximum force, the calculation gives 10.4 eV/Å. As for the charge: 0. Its molar mass is 82.10 g/mol. Its total energy is -7324.167 eV. For the LUMO energy, the calculation gives 0.50 eV.

***

Entry from OMol25: C2H4N6 as an isolated structure (ωB97M-V with the def2-TZVPD basis set).

Last column: Löwdin charge in e.
Element x y z (Å)
C 1.27183 -0.18858 0.70761  -0.151
C 0.28305 -0.26682 -0.39347  -0.304
H -0.96012 0.62190 1.24269  0.059
H -0.70319 1.52218 2.88058  0.190
H 2.19272 -0.73647 0.61685  0.091
H -0.80965 -1.18221 -3.05254  0.210
N -0.22317 0.89009 2.00100  -0.073
N 1.00143 0.33384 1.86345  -0.061
N -0.90299 0.46336 -0.46852  0.032
N -1.34075 0.14281 -1.67691  0.021
N -0.41414 -0.64498 -2.19031  -0.133
N 0.60498 -0.95513 -1.53043  0.119

Forces on atoms 1 to 3 (eV/Å):
C -1.6 -0.1 0.4
C 2.0 0.9 1.2
H 1.7 1.1 2.1

The value obtained for the energy relative to the best compared isomer or geometry (same formula, charge and spin) is 61.9 kcal/mol. Its HOMO energy is -8.3566 eV. As for the HOMO-LUMO gap: 9.18 eV. For the maximum force, the calculation gives 7.7 eV/Å. As for the charge: 0. Its molar mass is 112.10 g/mol. Its total energy is -11075.530 eV. For the LUMO energy, the calculation gives 0.82 eV.

***

- Which value of charge does entry 2 give?
  0